# 1
Below is an isolated ion of composition C5H13NO2P and charge +1, with properties calculated with ωB97M-V/def2-TZVPD.

Each line ends with the natural charge from an NBO analysis.
Atoms and positions in Å:
1 C -0.618 1.887 -3.114  -0.618
2 C -0.555 0.535 -2.398  -0.525
3 C -1.452 0.435 -1.202  0.800
4 O -2.153 1.287 -0.757  -0.529
5 O -1.424 -0.831 -0.618  -0.528
6 C -1.085 -0.846 0.744  -0.068
7 C 0.415 -0.562 0.938  -0.791
8 P 0.955 -0.785 2.626  1.314
9 N 2.551 -1.188 2.703  -1.127
10 H -1.230 1.834 -4.012  0.228
11 H -1.028 2.661 -2.468  0.235
12 H 0.382 2.196 -3.415  0.220
13 H -0.812 -0.279 -3.080  0.257
14 H 0.466 0.315 -2.072  0.224
15 H -1.302 -1.857 1.090  0.207
16 H -1.710 -0.143 1.304  0.211
17 H 0.705 0.444 0.623  0.276
18 H 0.998 -1.289 0.364  0.285
19 H 0.237 -1.818 3.225  0.034
20 H 0.689 0.373 3.358  0.019
21 H 3.194 -0.415 2.835  0.437
22 H 2.779 -1.954 3.326  0.440

- 2S+1: 1
- Structure (SMILES): CCC(=O)OCC[PH2]=[NH2+]
- Orbital gap: 0.366 Eh
- Net charge: +1
- E_LUMO: -3.83 eV


# 2
Below is a 2-piece molecular cluster, C5H13NO3 overall at a distorted geometry, with properties calculated with ωB97M-V/def2-TZVPD.

Each line ends with the natural charge from an NBO analysis.
Atoms and positions in Å:
1 C 1.977 0.088 0.202  0.144
2 C 0.943 0.312 -1.153  -0.689
3 C 2.362 -1.382 0.230  -0.644
4 O 1.418 0.486 1.388  -0.794
5 H 0.477 -0.128 1.549  0.500
6 H 2.829 0.736 -0.025  0.169
7 H 1.471 -1.995 0.375  0.205
8 H 0.143 -0.422 -1.223  0.195
9 H 1.639 0.047 -1.946  0.210
10 H 0.687 1.356 -1.320  0.214
11 H 2.853 -1.676 -0.694  0.209
12 H 3.045 -1.565 1.060  0.218
13 C -2.586 0.679 -0.196  -0.332
14 C -1.333 0.684 0.656  0.823
15 N -3.042 -0.638 -0.583  -0.809
16 O -0.770 1.865 0.835  -0.681
17 O -0.966 -0.315 1.307  -0.654
18 H 0.157 1.718 1.174  0.530
19 H -2.365 -1.088 -1.187  0.359
20 H -3.158 -1.223 0.237  0.369
21 H -2.409 1.295 -1.079  0.226
22 H -3.372 1.163 0.394  0.233

- 2S+1: 1
- Structure (SMILES): NCC(=O)O.CC(C)O
- Orbital gap: 0.384 Eh
- E_LUMO: 0.82 eV


# 3
Below is a 3-piece molecular cluster, C5H13NOS overall at a distorted geometry, with properties calculated with ωB97M-V/def2-TZVPD.

Each line ends with the natural charge from an NBO analysis.
Atoms and positions in Å:
1 O 2.387 1.990 -1.514  -0.576
2 C 1.326 1.707 -1.003  0.433
3 C 0.090 1.423 -1.836  -0.328
4 N 0.151 0.150 -2.548  -0.832
5 H 1.237 1.644 0.094  0.132
6 H -0.783 1.440 -1.182  0.201
7 H 0.004 2.211 -2.586  0.185
8 H 1.047 0.131 -3.034  0.336
9 H 0.244 -0.607 -1.852  0.409
10 H -0.904 -1.723 -0.783  -0.286
11 C -1.809 0.362 2.263  -0.613
12 C -2.032 -1.052 1.747  -0.413
13 C -0.758 -1.876 1.578  -0.521
14 S 0.557 -1.124 0.567  -0.472
15 H -1.276 0.411 3.217  0.188
16 H -2.762 0.889 2.354  0.183
17 H -1.167 0.897 1.563  0.222
18 H -2.716 -1.585 2.417  0.172
19 H -2.521 -0.993 0.769  0.209
20 H -1.034 -2.885 1.267  0.192
21 H -0.305 -1.990 2.575  0.177

- 2S+1: 2
- Orbital gap (alpha / beta): 0.210 / 0.268 Eh
- Net charge: -1
- E_LUMO (alpha / beta): 3.83 / 3.77 eV


# 4
Below is an isolated ion of composition C5H13NOS and charge +1 at a distorted geometry, with properties calculated with ωB97M-V/def2-TZVPD.

Each line ends with the natural charge from an NBO analysis.
Atoms and positions in Å:
1 C 0.459 0.091 -1.919  -0.228
2 N -0.024 1.444 -1.668  -0.640
3 C 0.458 2.111 -0.471  0.100
4 O 1.170 3.275 -0.780  -0.712
5 C -0.437 -1.030 -1.421  -0.421
6 C 0.070 -1.759 -0.167  -0.424
7 C -0.069 -0.910 1.099  -0.568
8 S -0.883 -1.648 2.543  0.686
9 H 0.574 -0.008 -2.996  0.223
10 H 1.436 -0.019 -1.455  0.195
11 H -1.028 1.520 -1.743  0.373
12 H -0.318 2.334 0.268  0.141
13 H 1.085 1.460 0.071  0.126
14 H 1.062 3.427 -1.734  0.489
15 H -1.476 -0.726 -1.362  0.213
16 H -0.549 -1.776 -2.216  0.243
17 H -0.389 -2.707 -0.126  0.232
18 H 1.121 -1.950 -0.372  0.240
19 H 0.946 -0.724 1.487  0.307
20 H -0.734 -0.045 0.998  0.273
21 H -0.533 -2.954 2.443  0.153

- 2S+1: 2
- Orbital gap (alpha / beta): 0.318 / 0.123 Eh
- Net charge: +1
- E_LUMO (alpha / beta): -3.95 / -9.17 eV


# 5
Below is a 2-piece molecular cluster, C5H13NS overall at a distorted geometry, with properties calculated with ωB97M-V/def2-TZVPD.

Each line ends with the natural charge from an NBO analysis.
Atoms and positions in Å:
1 C 1.381 -0.977 -2.615  -0.643
2 C 0.294 -1.208 -1.612  -0.202
3 C -0.853 -0.475 -1.572  -0.425
4 H 1.549 -1.876 -3.258  0.202
5 H 1.138 -0.127 -3.245  0.205
6 H 2.318 -0.778 -2.090  0.209
7 H 0.469 -1.985 -0.881  0.192
8 H -1.601 -0.609 -0.765  0.237
9 H -1.017 0.335 -2.291  0.178
10 C -0.705 0.865 2.243  -0.544
11 C 0.315 0.672 1.117  -0.516
12 S 1.920 1.454 1.494  -0.205
13 N -1.966 0.180 1.898  -1.141
14 H -0.289 0.476 3.182  0.166
15 H -0.877 1.940 2.405  0.173
16 H 0.451 -0.387 0.958  0.196
17 H -0.101 1.108 0.202  0.205
18 H 2.492 1.180 0.309  0.107
19 H -2.174 -0.585 2.557  0.295
20 H -2.743 0.796 1.963  0.310

- 2S+1: 2
- Orbital gap (alpha / beta): 0.071 / 0.322 Eh
- Net charge: -1
- E_LUMO (alpha / beta): 3.21 / 3.31 eV


# 6
Below is an isolated molecule of C5H13NS at a distorted geometry, with properties calculated with ωB97M-V/def2-TZVPD.

Each line ends with the natural charge from an NBO analysis.
Atoms and positions in Å:
1 C 1.013 0.055 0.311  -0.208
2 N -0.234 0.470 -0.298  -0.660
3 C -0.582 0.059 -1.640  -0.222
4 C -1.771 -0.951 -1.643  -0.545
5 S -1.460 -2.504 -2.505  -0.042
6 C 0.949 -0.012 1.822  -0.398
7 C 1.147 1.370 2.478  -0.605
8 H 1.899 0.599 -0.054  0.165
9 H 1.172 -0.971 -0.062  0.191
10 H -0.548 1.406 -0.078  0.365
11 H -0.959 0.933 -2.175  0.187
12 H 0.288 -0.383 -2.134  0.195
13 H -2.693 -0.381 -1.756  0.219
14 H -1.806 -1.379 -0.639  0.232
15 H -1.667 -2.261 -3.804  0.114
16 H 0.018 -0.448 2.154  0.208
17 H 1.762 -0.687 2.128  0.198
18 H 0.476 2.061 1.981  0.192
19 H 2.185 1.677 2.397  0.206
20 H 0.811 1.347 3.516  0.210

- 2S+1: 1
- Structure (SMILES): CCCNCCS
- Orbital gap: 0.345 Eh
- E_LUMO: 1.02 eV


# 7
Below is an isolated molecule of C5H13NS at a distorted geometry, with properties calculated with ωB97M-V/def2-TZVPD.

Each line ends with the natural charge from an NBO analysis.
Atoms and positions in Å:
1 C 1.026 -0.245 0.429  -0.213
2 N 0.620 0.721 -0.455  -0.656
3 C -0.707 0.932 -1.064  -0.237
4 C -1.427 2.200 -0.682  -0.542
5 S -2.784 2.194 0.543  -0.063
6 C 1.043 -1.622 -0.112  -0.438
7 C 0.656 -2.451 1.046  -0.595
8 H 2.061 0.181 0.837  0.204
9 H 0.552 -0.038 1.498  0.193
10 H 1.345 0.885 -1.317  0.354
11 H -1.387 0.106 -0.961  0.194
12 H -0.434 1.115 -2.160  0.187
13 H -0.668 2.889 -0.172  0.239
14 H -1.758 2.675 -1.660  0.231
15 H -2.167 2.209 1.730  0.124
16 H 2.005 -1.875 -0.554  0.208
17 H 0.278 -1.673 -0.966  0.201
18 H 1.077 -2.179 2.013  0.205
19 H -0.356 -2.522 1.178  0.208
20 H 1.028 -3.501 0.828  0.196

- 2S+1: 1
- Structure (SMILES): CCCNCCS
- Orbital gap: 0.344 Eh
- E_LUMO: 0.94 eV


# 8
Below is a 2-piece molecular cluster, C5H13NS overall, with properties calculated with ωB97M-V/def2-TZVPD.

Each line ends with the natural charge from an NBO analysis.
Atoms and positions in Å:
1 C 0.676 0.679 1.919  -0.647
2 C -1.197 2.083 1.115  -0.422
3 C -1.393 -0.378 0.927  -0.646
4 C 0.249 -0.326 -2.779  -0.742
5 C -0.676 0.883 1.304  0.043
6 N 1.510 -2.009 -1.135  -0.986
7 S 1.443 -0.316 -1.411  0.336
8 H 0.610 0.006 2.773  0.207
9 H 1.344 0.230 1.188  0.219
10 H 1.107 1.621 2.245  0.214
11 H 1.364 -2.214 -0.154  0.373
12 H -0.674 2.982 1.393  0.192
13 H -2.165 2.220 0.662  0.190
14 H -1.448 -1.051 1.782  0.210
15 H -2.401 -0.170 0.579  0.214
16 H -0.851 -0.894 0.137  0.214
17 H 0.576 -1.064 -3.507  0.222
18 H 0.257 0.668 -3.211  0.224
19 H -0.740 -0.570 -2.406  0.214
20 H 2.408 -2.382 -1.424  0.372

- 2S+1: 1
- Structure (SMILES): C=C(C)C.CSN
- Orbital gap: 0.348 Eh
- E_LUMO: 0.80 eV


# 9
Below is an isolated molecule of C5H13NS at a distorted geometry, with properties calculated with ωB97M-V/def2-TZVPD.

Each line ends with the natural charge from an NBO analysis.
Atoms and positions in Å:
1 C 0.225 -2.091 -0.481  -0.623
2 C 0.465 -0.649 -0.114  -0.010
3 C -0.703 0.177 -0.988  -0.447
4 C -0.470 1.616 -0.877  -0.522
5 S -0.927 2.378 0.772  0.114
6 C -0.910 1.056 2.114  -0.702
7 N 1.832 -0.190 -0.292  -0.868
8 H -0.706 -2.528 -0.284  0.217
9 H 0.463 -2.221 -1.583  0.188
10 H 1.041 -2.576 -0.024  0.208
11 H 0.290 -0.570 1.006  0.170
12 H -1.788 -0.010 -0.701  0.221
13 H -0.364 -0.133 -2.007  0.208
14 H 0.628 1.828 -1.222  0.230
15 H -1.133 2.043 -1.738  0.225
16 H -1.966 0.703 2.234  0.221
17 H -0.199 0.332 1.753  0.196
18 H -0.447 1.430 3.015  0.226
19 H 2.359 -0.543 -1.098  0.373
20 H 2.309 -0.052 0.516  0.373

- 2S+1: 1
- Structure (SMILES): CSCC[C@@H](C)N
- Orbital gap: 0.341 Eh
- E_LUMO: 0.93 eV


# 10
Below is a 3-piece molecular cluster, C5H13NS overall at a distorted geometry, with properties calculated with ωB97M-V/def2-TZVPD.

Each line ends with the natural charge from an NBO analysis.
Atoms and positions in Å:
1 C 1.213 1.587 -1.432  -0.685
2 C 0.399 1.900 -0.215  -0.043
3 C -0.897 1.476 -0.106  -0.111
4 N -1.883 1.974 0.804  -0.765
5 H 0.972 0.615 -1.852  0.229
6 H 1.148 2.392 -2.243  0.278
7 H 2.330 1.490 -1.116  0.249
8 H 0.765 2.645 0.494  0.231
9 H -1.352 1.073 -1.027  0.236
10 H -1.430 2.299 1.595  0.367
11 H -2.485 1.223 1.090  0.369
12 H -0.462 -0.173 0.572  0.205
13 C 0.781 -2.162 -0.160  -0.605
14 C -0.183 -2.541 1.005  -0.570
15 S -1.790 -1.630 0.896  0.404
16 H 0.989 -1.072 -0.078  0.206
17 H 0.373 -2.349 -1.161  0.234
18 H 1.684 -2.719 -0.036  0.254
19 H 0.292 -2.382 1.951  0.261
20 H -0.462 -3.644 1.017  0.258

- 2S+1: 2
- Orbital gap (alpha / beta): 0.286 / 0.210 Eh
- Net charge: +1
- E_LUMO (alpha / beta): -5.36 / -7.35 eV


# 11
Below is a 2-piece molecular cluster, C5H13NSSi overall at a distorted geometry, with properties calculated with ωB97M-V/def2-TZVPD.

Each line ends with the natural charge from an NBO analysis.
Atoms and positions in Å:
1 C 3.624 0.000 -0.470  -0.049
2 C -1.907 1.361 -1.204  -0.599
3 C -0.276 0.678 0.690  -0.641
4 C -2.203 -2.654 0.705  -1.193
5 C -1.540 0.317 -0.043  -0.738
6 N 4.152 1.062 0.026  -0.738
7 Si -1.497 -1.515 -0.686  0.997
8 S 2.663 -1.040 0.384  -0.210
9 H -1.230 1.117 -1.931  0.199
10 H -2.866 1.097 -1.558  0.202
11 H -1.826 2.425 -1.023  0.208
12 H 0.529 0.987 -0.085  0.207
13 H 0.306 -0.186 1.134  0.223
14 H -0.381 1.575 1.471  0.214
15 H -3.070 -2.002 0.947  0.229
16 H -2.533 -3.629 0.474  0.239
17 H -1.731 -2.555 1.640  0.244
18 H -2.481 0.262 0.645  0.200
19 H 4.614 1.728 -0.556  0.398
20 H 3.757 1.327 0.894  0.406
21 H 3.898 -0.356 -1.455  0.203

- 2S+1: 1
- Orbital gap: 0.267 Eh
- E_LUMO: 0.03 eV


# 12
Below is an isolated molecule of C5H13NSi at a distorted geometry, with properties calculated with ωB97M-V/def2-TZVPD.

Each line ends with the natural charge from an NBO analysis.
Atoms and positions in Å:
1 C -2.871 0.129 0.975  -0.345
2 C -1.561 -0.056 1.046  -0.692
3 C 1.220 1.676 0.634  -0.394
4 C 2.166 -0.292 -0.492  -0.387
5 C -0.254 -1.687 -1.153  -1.111
6 N 1.034 0.539 -0.260  -0.849
7 Si -0.608 0.030 -0.504  1.561
8 H -3.501 0.189 1.910  0.191
9 H -3.452 0.449 0.079  0.192
10 H -1.167 -0.298 2.023  0.228
11 H 1.579 1.302 1.647  0.168
12 H 1.838 2.539 0.336  0.187
13 H 0.267 2.058 0.715  0.188
14 H 1.816 -0.852 -1.298  0.205
15 H 3.109 0.326 -0.719  0.189
16 H 2.376 -0.985 0.424  0.152
17 H 0.456 -2.182 -0.584  0.241
18 H -1.108 -2.337 -1.225  0.242
19 H -0.070 -1.544 -2.166  0.235
20 H -1.270 0.997 -1.388  -0.200

- 2S+1: 1
- Structure (SMILES): C=C[Si@H](C)N(C)C
- Orbital gap: 0.340 Eh
- E_LUMO: 1.01 eV